# 1
Computed, not measured: C32H72LiN3O9P2 as an isolated structure, with ωB97M-V with the def2-TZVPD basis set.

Positions of all 119 atoms, in Å:
Li 2.1817 1.1041 1.3056
C -0.2314 -1.0644 -0.1356
C 0.0718 -2.5861 -0.1643
C 1.6185 -2.9290 -0.0678
C 2.3568 -2.9015 -1.4253
P 3.7411 -4.0873 -1.7187
C 3.1586 -5.8343 -2.0680
C 2.0214 -6.3855 -1.1434
C 2.4015 -6.5376 0.3474
C 1.6128 -7.6307 1.0208
C 4.8986 -3.4270 -3.0396
C 4.2558 -3.5110 -4.4665
C 5.2089 -2.8348 -5.4344
C 4.9196 -3.2632 -6.9223
C 4.6693 -4.0993 -0.1247
C 5.8893 -5.0041 -0.0393
C 6.7193 -5.0505 1.2365
C 7.9081 -6.0142 1.2370
H -1.2562 -0.8403 -0.4317
H 0.3498 -0.4951 -0.8610
H -0.0480 -0.6781 0.8670
H -0.3662 -3.0108 -1.0676
H -0.4907 -2.9621 0.6903
H 1.6066 -3.9867 0.1950
H 2.2024 -2.4425 0.7135
H 2.7306 -1.8935 -1.6049
H 1.6438 -3.0920 -2.2275
H 4.0584 -6.4480 -2.1110
H 2.8600 -5.7631 -3.1139
H 1.7583 -7.4119 -1.3990
H 1.1131 -5.7882 -1.0637
H 2.4731 -5.6311 0.9485
H 3.4345 -6.8800 0.2855
H 0.5565 -7.3617 1.0185
H 2.1062 -7.6332 1.9927
H 1.7893 -8.5932 0.5408
H 5.8019 -4.0272 -2.9309
H 5.1997 -2.3947 -2.8613
H 3.3388 -2.9313 -4.3610
H 3.9057 -4.4902 -4.7932
H 6.1552 -3.3517 -5.2753
H 5.3426 -1.7862 -5.1687
H 5.5024 -2.7639 -7.6963
H 3.8539 -3.1195 -7.1009
H 5.0622 -4.3397 -7.0160
H 3.9880 -4.2032 0.7197
H 4.9196 -3.0427 -0.0289
H 6.6595 -4.7021 -0.7490
H 5.6469 -6.0023 -0.4039
H 6.0536 -5.4049 2.0234
H 6.8323 -3.9957 1.4866
H 8.2117 -6.3778 2.2187
H 8.7756 -5.6043 0.7198
H 7.5615 -6.8796 0.6722
C -6.9651 3.1986 3.7040
C -6.9336 2.2810 2.4891
C -5.5832 2.4304 1.6937
C -5.1956 3.8807 1.5703
P -3.6762 4.0810 0.6191
C -3.1092 5.8870 0.6286
C -3.7978 6.8185 1.6891
C -5.0096 7.5795 1.0242
C -5.8074 8.5395 1.8502
C -3.9985 3.6063 -1.1427
C -5.4374 3.7544 -1.6762
C -5.5098 3.1647 -3.0902
C -4.9030 3.7952 -4.2679
C -2.2935 3.0842 1.0890
C -1.8729 3.1874 2.5828
C -1.0825 1.9258 2.9746
C -0.7301 2.0284 4.4522
H -7.1028 4.2500 3.4516
H -6.0766 3.1801 4.3351
H -7.7664 2.8554 4.3584
H -7.7522 2.4576 1.7914
H -7.0910 1.2416 2.7771
H -5.6777 1.7892 0.8173
H -4.7952 2.0060 2.3158
H -5.0515 4.3664 2.5354
H -5.9265 4.4397 0.9860
H -3.3014 6.1686 -0.4066
H -2.0415 5.7618 0.8091
H -3.1503 7.6715 1.8922
H -4.0069 6.5644 2.7283
H -5.6235 6.7300 0.7250
H -4.6150 8.1370 0.1747
H -6.3012 8.0762 2.7043
H -6.6547 8.9300 1.2865
H -5.1940 9.3937 2.1367
H -3.6142 2.5996 -1.3073
H -3.3811 4.2374 -1.7819
H -5.7514 4.7968 -1.6207
H -6.1454 3.2096 -1.0516
H -6.5512 2.9107 -3.2881
H -5.0421 2.1805 -3.0656
H -5.3663 3.6833 -5.2482
H -3.8137 3.7853 -4.3055
H -5.0330 4.8717 -4.1565
H -1.4613 3.2659 0.4089
H -2.5278 2.0410 0.8773
H -2.7648 3.2981 3.1995
H -1.4001 4.1656 2.6704
H -0.2886 1.8341 2.2334
H -1.6415 0.9996 2.8410
H -1.5342 2.3847 5.0962
H -0.0340 2.8563 4.5871
H -0.2255 1.1662 4.8882
N 1.8050 -0.8031 3.8450
O 2.1959 -0.4264 4.9434
O 1.6920 0.0485 2.9639
O 1.6692 -1.9696 3.6114
N 1.5952 3.2298 0.0343
O 2.1539 3.2150 1.0753
O 1.3085 2.1334 -0.3921
O 1.1826 4.2057 -0.4529
N 5.0844 0.2766 0.1515
O 5.9527 0.7038 0.8183
O 5.2721 -0.4550 -0.7942
O 3.9638 0.6783 0.3886

Force components x, y, z for each atom (eV/Å):
0.75 0.13 -0.10
0.30 -0.23 -0.47
0.79 1.64 0.28
-0.97 -1.65 -0.38
-0.24 0.32 -0.46
0.48 0.53 1.64
-0.58 1.28 -0.22
0.43 0.54 1.24
1.66 -0.51 -1.34
0.63 0.68 0.25
-1.14 -1.43 -0.20
-0.21 0.99 1.23
0.71 -1.86 -1.26
-0.87 0.62 1.00
0.04 0.68 -0.03
1.16 -0.56 -1.32
-1.82 0.09 1.33
-0.26 0.43 -0.81
-0.28 -0.25 0.25
0.38 0.01 0.13
0.07 0.10 -0.05
0.20 -0.27 -0.10
0.40 -0.54 0.04
0.01 -0.04 0.42
-0.43 0.44 -0.02
0.46 0.05 -0.12
-0.16 -0.08 -0.17
-0.01 -0.17 0.45
-0.42 -0.19 -0.10
-0.02 0.19 -0.71
-0.10 0.19 -1.10
-0.53 0.05 -0.22
0.38 -0.14 0.42
-0.04 -0.33 0.46
-0.91 -0.54 0.49
-0.19 0.01 -0.03
0.08 -0.16 -0.20
-0.36 0.09 0.57
-0.24 0.21 -0.32
0.53 -0.26 0.11
0.47 0.44 0.41
-0.19 0.04 -0.52
0.00 0.12 0.26
-0.06 0.26 -0.40
0.26 -0.01 0.09
-0.23 -0.49 -0.16
0.49 0.35 -0.11
-0.23 0.44 -0.68
-0.24 -0.36 0.34
-0.19 -0.06 0.28
0.98 -0.04 0.23
-0.13 0.35 0.03
0.06 -0.03 0.02
0.23 -0.26 -0.04
-0.55 -0.21 0.35
1.11 0.18 -0.54
-0.92 -0.99 1.86
0.42 0.13 -1.17
0.37 1.24 -1.47
-1.02 -1.49 1.52
0.03 2.62 -1.11
0.57 -1.78 0.23
-0.48 0.22 0.37
-0.33 0.54 0.21
0.62 -0.20 -0.04
-1.03 -2.22 0.55
0.78 3.39 -0.58
0.16 -0.93 0.90
-0.89 -0.17 -1.20
-0.45 0.72 0.45
1.40 0.79 0.14
-0.32 -0.05 -0.06
0.32 -0.37 -0.22
-0.19 0.38 0.02
-0.16 0.46 0.09
0.36 -0.06 0.14
0.36 0.58 -0.46
0.03 -0.47 0.04
-0.10 -0.12 -0.04
-0.19 0.27 0.12
0.13 0.58 0.20
0.09 0.33 -0.17
0.85 -0.18 -0.18
-0.21 -1.25 -0.29
-0.59 0.35 -0.72
-0.06 -0.40 -0.31
0.42 -0.02 0.34
0.15 0.11 -0.32
-0.09 -0.03 0.33
-0.15 -0.16 0.23
0.36 0.14 0.21
0.02 0.20 -0.25
0.04 -0.15 0.02
-0.19 0.28 -0.08
-0.08 -0.40 0.55
0.14 -0.95 0.17
0.03 -0.79 -0.24
-0.22 0.57 0.07
0.18 0.45 -0.11
-0.39 -0.16 -0.02
-0.28 -0.27 0.19
0.83 -0.32 0.41
0.66 0.04 0.62
-0.64 0.17 -0.26
-0.63 -0.58 -0.22
0.46 -0.01 -0.15
-0.22 -0.11 -0.19
2.08 1.10 1.57
-0.20 0.38 1.46
-1.03 1.83 -2.68
-1.03 -3.06 -1.06
-1.16 -2.18 0.75
3.54 0.88 5.48
-1.37 -4.38 -2.73
-1.67 5.27 -3.02
-1.09 0.92 -0.21
4.45 0.93 2.46
0.58 -2.82 -2.67
-4.50 0.41 0.41

Calculated values
- HOMO level (eV) = -6.86
- total energy (eV) = -76020.7179
- 2S+1 = 1
- energy above the lowest of the compared OMol25 structures with the same formula, charge and spin (kJ/mol) = 462.6



# 2
Computed, not measured: a 2-piece molecular cluster, C2H7OS2 overall, with ωB97M-V with the def2-TZVPD basis set.

Positions of all 12 atoms, in Å:
S 0.0917 1.5146 -2.2545
S -1.4622 1.5521 -0.8363
H 0.1985 2.8200 -2.6279
H -0.1039 1.1990 0.7222
C 0.7657 -0.5023 0.6743
O 0.5326 0.7380 1.3735
C -0.4818 -1.3820 0.5244
H 1.5050 -1.0649 1.2656
H 1.2220 -0.2303 -0.2838
H -0.1987 -2.4222 0.3709
H -1.0226 -1.0481 -0.3676
H -1.0463 -1.1739 1.4392

Force components x, y, z for each atom (eV/Å):
-0.19 0.32 -0.03
0.11 0.41 -0.53
-0.10 -0.35 0.20
0.56 -0.20 0.93
0.61 0.35 0.59
-0.77 -0.50 -1.11
0.46 0.94 -0.46
0.00 0.26 -0.08
-0.07 -0.39 -0.09
-0.07 -0.20 0.36
-0.26 -0.09 0.46
-0.28 -0.55 -0.24

Calculated values
- HOMO level (eV) = -2.85
- total energy (eV) = -25906.6754
- 2S+1 = 1
- net charge = -1
- energy above the lowest of the compared OMol25 structures with the same formula, charge and spin (kJ/mol) = 21.2



# 3
Computed, not measured: C4H4O2 in the gas phase, with ωB97M-V with the def2-TZVPD basis set.

Positions of all 10 atoms, in Å:
O 1.4194 -1.1235 -1.6735
C 1.2853 -0.5437 -0.6526
O 0.0560 -0.5931 0.0409
C -1.5188 -0.2342 -0.5795
C -0.2283 0.4316 0.8988
C 0.1039 1.2146 1.7700
H 1.9995 0.0715 -0.0894
H -1.2392 0.0103 -1.6148
H -1.9277 -1.2529 -0.5699
H 0.0500 2.0192 2.4700

Force components x, y, z for each atom (eV/Å):
-0.13 0.36 0.69
0.30 -0.28 -0.70
-0.23 0.12 0.16
-0.03 -0.16 -0.23
0.40 0.23 0.38
-0.22 -0.25 -0.31
-0.07 -0.06 -0.04
-0.04 0.00 0.15
0.05 0.15 0.02
-0.03 -0.12 -0.12

Calculated values
- HOMO level (eV) = -8.19
- total energy (eV) = -8299.9658
- 2S+1 = 1
- energy above the lowest of the compared OMol25 structures with the same formula, charge and spin (kJ/mol) = 686.1



# 4
Computed, not measured: FeN6O18 as an isolated structure, with ωB97M-V with the def2-TZVPD basis set.

Positions of all 25 atoms, in Å:
Fe 0.2122 0.3207 0.1926
N -0.8439 2.5572 2.4434
O -0.0983 3.1059 3.2878
O -0.1877 1.9012 1.5914
O -2.0635 2.6612 2.4144
N -2.3771 -0.8354 -0.1506
O -1.5461 -1.7302 -0.0266
O -3.5581 -1.0568 -0.4288
O -1.8924 0.3528 -0.2903
N 2.5083 1.4161 -2.1037
O 2.3720 2.2197 -3.0230
O 1.7741 1.4758 -1.0719
O 3.4727 0.6317 -2.0331
N -0.4546 -1.6408 3.2136
O -0.0364 -0.7604 2.4371
O -0.7518 -2.7637 2.7591
O -0.4026 -1.5432 4.4575
N -1.2076 0.6020 -3.1425
O -0.1910 0.1809 -2.5386
O -1.3223 1.7947 -3.3644
O -2.0698 -0.2236 -3.5465
N 2.2074 -2.1702 -0.2729
O 1.6474 -1.1445 0.2532
O 1.4353 -3.1282 -0.3977
O 3.3740 -2.2231 -0.6597

Force components x, y, z for each atom (eV/Å):
-0.50 -0.47 -0.49
2.30 -0.36 -0.23
-1.17 0.76 0.84
-0.56 -0.31 -1.02
-0.12 0.11 0.19
1.63 -0.16 -2.78
-0.40 -0.41 0.85
-0.60 0.30 0.95
-0.41 0.34 1.09
0.85 -0.19 2.18
-0.20 0.14 -0.60
-0.81 0.52 -0.06
0.06 -0.07 -1.04
1.41 -2.16 -0.94
-0.59 0.70 0.96
-0.69 0.07 -0.25
-0.19 1.33 0.76
0.71 -1.81 0.30
-0.35 -0.18 -0.14
-0.57 1.61 -0.46
-0.01 0.26 -0.14
-2.70 -0.48 -0.37
1.93 0.64 0.00
0.74 -0.80 -0.28
0.24 0.61 0.68

Calculated values
- HOMO level (spin up / spin down) (eV) = 2.93 / 2.95
- total energy (eV) = -80156.3638
- 2S+1 = 5
- net charge = -4
- energy above the lowest of the compared OMol25 structures with the same formula, charge and spin (kJ/mol) = 17.8